The following is a DFT calculation (ωB97M-V/def2-TZVPD) of a structure of composition C21H30N5OSSi2Sr.

Each line ends with the natural charge from an NBO analysis.
Element x y z (Å)
Sr1 0.491 -0.812 -0.631  1.786
N1 -0.306 3.437 1.503  -0.824
C1 -0.296 2.099 1.143  0.293
S1 -0.885 1.766 -0.473  -0.627
N2 0.077 1.293 2.081  -0.457
N3 0.070 -0.065 1.795  -0.382
C2 0.179 -0.795 2.839  0.112
C3 0.254 -2.251 2.892  -0.227
C4 0.471 -2.802 4.163  -0.146
C5 0.558 -4.161 4.382  -0.312
C6 0.414 -5.018 3.287  -0.206
C7 0.195 -4.513 2.027  -0.265
C8 0.114 -3.118 1.771  0.395
O1 -0.090 -2.707 0.561  -0.906
H1 -0.240 4.077 0.730  0.384
H2 0.280 3.643 2.298  0.383
H3 0.237 -0.288 3.805  0.170
H4 0.579 -2.117 4.997  0.196
H5 0.734 -4.551 5.376  0.198
H6 0.476 -6.091 3.432  0.194
H7 0.081 -5.166 1.170  0.197
N4 0.448 1.688 -8.372  -0.293
C9 0.373 1.292 -7.296  0.277
C10 0.280 0.793 -5.947  -0.128
C11 0.510 1.636 -4.869  -0.194
C12 0.397 1.105 -3.592  0.050
N5 0.090 -0.173 -3.369  -0.475
C13 -0.119 -0.975 -4.413  0.048
C14 -0.043 -0.540 -5.723  -0.214
H8 0.768 2.674 -5.015  0.238
H9 0.541 1.722 -2.711  0.250
H10 -0.351 -2.010 -4.190  0.208
H11 -0.225 -1.213 -6.548  0.234
C15 5.173 -2.135 -0.738  -1.116
Si1 3.779 -1.103 -1.471  1.676
C16 4.411 -0.440 -3.134  -1.123
C17 2.517 -2.447 -2.078  -1.153
C18 3.082 0.065 -0.301  -1.817
Si2 3.966 0.862 1.069  1.720
C19 5.859 0.713 1.016  -1.117
C20 3.521 0.312 2.818  -1.130
C21 3.581 2.716 1.020  -1.112
H12 5.427 -2.973 -1.393  0.219
H13 4.885 -2.542 0.234  0.237
H14 6.072 -1.532 -0.605  0.232
H15 4.791 -1.236 -3.782  0.214
H16 5.213 0.285 -2.969  0.227
H17 3.610 0.079 -3.672  0.213
H18 3.078 -3.181 -2.663  0.238
H19 1.748 -2.048 -2.748  0.193
H20 2.060 -3.006 -1.250  0.235
H21 2.312 0.777 -0.644  0.212
H22 6.193 -0.294 1.278  0.223
H23 6.315 1.403 1.731  0.219
H24 6.243 0.956 0.021  0.218
H25 3.637 -0.770 2.933  0.226
H26 2.475 0.554 3.019  0.239
H27 4.136 0.804 3.578  0.212
H28 3.964 3.177 0.106  0.218
H29 4.025 3.233 1.877  0.213
H30 2.500 2.877 1.054  0.229

Summary:
total charge: -1
HOMO level: -4.17 eV
relative energy (zero: lowest compared OMol25 entry of this formula, charge and spin): 0.00 kJ/mol
maximum force: 0.0101 Eh/bohr
energy: -59193.654 eV

The following is a DFT calculation (ωB97M-V/def2-TZVPD) of a structure of composition C21H30N7O7P2STi in a non-equilibrium geometry.

Each line ends with the natural charge from an NBO analysis.
Element x y z (Å)
Ti1 -0.023 -1.130 0.393  1.708
C1 2.971 -2.215 0.629  -0.245
C2 2.950 -0.662 0.628  -0.234
N1 1.674 -0.202 1.206  -0.740
C3 1.724 -0.228 2.693  -0.227
C4 0.410 -0.728 3.298  -0.251
N2 -0.258 -1.732 2.437  -0.683
C5 0.044 -3.148 2.693  -0.224
C6 1.450 -3.425 2.190  -0.233
N3 1.609 -2.756 0.881  -0.661
H1 3.658 -2.587 1.387  0.210
H2 3.320 -2.553 -0.341  0.249
H3 3.028 -0.296 -0.391  0.243
H4 3.794 -0.265 1.192  0.215
H5 1.474 0.769 0.872  0.485
H6 1.929 0.772 3.075  0.242
H7 2.544 -0.877 2.996  0.199
H8 -0.277 0.108 3.377  0.260
H9 0.592 -1.129 4.298  0.216
H10 -1.262 -1.583 2.609  0.461
H11 -0.677 -3.738 2.129  0.230
H12 -0.050 -3.393 3.751  0.221
H13 1.625 -4.499 2.125  0.227
H14 2.177 -3.015 2.888  0.202
H15 1.364 -3.406 0.142  0.427
C7 -0.425 4.148 4.222  -0.251
C8 -0.209 5.151 3.290  -0.151
C9 -0.040 4.800 1.962  -0.233
C10 -0.075 3.452 1.606  0.180
N4 -0.203 2.482 2.511  -0.459
C11 -0.404 2.836 3.782  0.045
C12 -0.031 3.099 0.153  0.182
C13 -0.899 3.760 -0.707  -0.232
C14 -0.903 3.428 -2.052  -0.141
C15 0.000 2.485 -2.506  -0.235
C16 0.852 1.898 -1.586  0.062
N5 0.826 2.166 -0.278  -0.474
H16 -0.604 4.375 5.264  0.232
H17 -0.181 6.191 3.590  0.230
H18 0.118 5.555 1.203  0.230
H19 -0.563 2.021 4.482  0.190
H20 -1.579 4.506 -0.319  0.229
H21 -1.599 3.904 -2.732  0.228
H22 0.043 2.191 -3.545  0.235
H23 1.595 1.190 -1.918  0.215
O1 -3.257 1.480 0.999  -0.962
P1 -2.530 0.115 1.285  2.581
O2 -2.656 -0.357 2.674  -1.103
O3 -1.069 0.274 0.762  -1.063
O4 -3.213 -0.966 0.291  -1.050
P2 -2.292 -1.583 -0.903  2.546
O5 -3.349 -2.558 -1.521  -0.952
O6 -1.735 -0.469 -1.683  -1.043
O7 -1.208 -2.409 -0.107  -1.048
H24 -4.006 1.594 1.604  0.530
H25 -2.924 -3.241 -2.068  0.533
C17 0.329 -0.281 -6.478  -0.653
C18 -0.075 -1.162 -5.338  0.289
C19 -1.053 -2.142 -5.469  -0.311
C20 -1.328 -2.899 -4.352  0.088
N6 -0.716 -2.726 -3.178  -0.529
C21 0.200 -1.755 -3.149  0.330
S1 1.174 -1.499 -1.698  -0.219
N7 0.553 -0.987 -4.174  -0.481
H26 0.149 -0.765 -7.436  0.228
H27 1.381 -0.022 -6.387  0.242
H28 -0.249 0.646 -6.450  0.238
H29 -1.581 -2.305 -6.398  0.235
H30 -2.058 -3.703 -4.403  0.195

Summary:
total charge: +1
HOMO level: -11.12 eV
relative energy (zero: lowest compared OMol25 entry of this formula, charge and spin): 99.30 kJ/mol
maximum force: 0.0701 Eh/bohr
energy: -99561.163 eV

The following is a DFT calculation (ωB97M-V/def2-TZVPD) of a structure of composition C21H31As2O11S4SbSe2Tc in a non-equilibrium geometry.

Each line ends with the Mulliken charge.
Element x y z (Å)
Tc1 -1.482 -0.571 -0.263  0.203
O1 1.123 -2.877 -5.116  -0.509
C1 0.902 -4.164 -4.596  -1.156
C2 -0.226 -4.089 -3.545  1.706
C3 -0.373 -5.433 -2.776  -1.202
O2 0.269 -5.421 -1.528  -0.481
C4 -1.542 -3.742 -4.234  -1.350
Se1 -2.904 -3.205 -2.875  -0.112
C5 0.099 -2.953 -2.582  -1.693
Se2 -1.282 -2.905 -1.206  0.253
H1 1.797 -2.917 -5.803  0.335
H2 1.814 -4.546 -4.112  0.434
H3 0.610 -4.861 -5.393  0.428
H4 -0.033 -6.270 -3.395  0.427
H5 -1.431 -5.596 -2.540  0.381
H6 1.217 -5.538 -1.651  0.338
H7 -1.938 -4.598 -4.782  0.533
H8 -1.408 -2.900 -4.914  0.546
H9 0.098 -1.998 -3.111  0.632
H10 1.055 -3.094 -2.081  0.746
S1 -6.409 -1.321 1.844  -0.306
Sb1 -7.278 0.703 0.581  0.663
S2 -3.743 -0.830 0.124  -0.193
S3 -4.400 -1.067 2.008  0.020
S4 -5.483 2.053 0.626  -0.344
C6 -1.490 5.317 -1.752  -0.751
O3 -0.636 4.715 -0.776  -0.171
C7 -1.035 3.556 -0.299  0.304
O4 -2.083 3.008 -0.592  -0.605
C8 -0.160 2.927 0.713  -0.573
C9 1.113 3.272 0.937  0.703
As1 2.278 2.538 2.341  -0.271
C10 3.800 2.076 1.172  -1.150
C11 1.442 0.798 2.545  0.959
C12 0.160 0.460 2.375  0.656
As2 -1.153 1.362 1.278  1.639
C13 -2.380 2.083 2.615  -1.128
C14 -0.306 -0.863 2.832  -0.448
O5 -0.142 -1.314 3.930  -0.532
O6 -1.052 -1.506 1.883  0.435
C15 -1.431 -2.841 2.218  -1.202
C16 2.410 -0.206 3.045  -0.090
O7 2.444 -1.355 2.689  -0.570
O8 3.284 0.375 3.870  -0.348
C17 4.248 -0.484 4.473  -0.825
C18 1.844 4.174 -0.009  0.412
O9 2.181 3.729 -1.074  -0.574
O10 2.189 5.398 0.371  -0.332
C19 1.783 5.880 1.638  -0.590
H11 -1.001 6.238 -2.061  0.249
H12 -2.469 5.519 -1.312  0.301
H13 -1.615 4.638 -2.597  0.324
H14 4.259 2.996 0.808  0.453
H15 3.471 1.489 0.316  0.359
H16 4.543 1.526 1.747  0.386
H17 -1.854 2.825 3.223  0.415
H18 -2.756 1.285 3.258  0.404
H19 -3.220 2.547 2.093  0.221
H20 -2.371 -3.067 1.713  0.342
H21 -1.553 -2.922 3.299  0.384
H22 -0.646 -3.530 1.895  0.264
H23 5.025 0.156 4.880  0.284
H24 4.659 -1.173 3.733  0.345
H25 3.772 -1.059 5.268  0.317
H26 1.883 6.963 1.593  0.327
H27 2.435 5.486 2.431  0.283
H28 0.742 5.615 1.844  0.273
O11 -1.973 0.612 -3.030  -0.350
C20 -1.768 0.191 -1.987  0.304
C21 0.702 -0.360 -0.533  -1.225
H29 1.050 0.663 -0.333  0.143
H30 1.091 -0.589 -1.525  0.525
H31 1.232 -1.007 0.176  0.428

Summary:
total charge: +1
HOMO level: -10.74 eV
relative energy (zero: lowest compared OMol25 entry of this formula, charge and spin): 85.33 kJ/mol
maximum force: 0.0322 Eh/bohr
energy: -349242.495 eV

The following is a DFT calculation (ωB97M-V/def2-TZVPD) of a structure of composition C21H31AsMoN2OSSi2 in a non-equilibrium geometry.

Each line ends with the Löwdin spin population.
Element x y z (Å)
Mo1 0.807 0.136 -0.489  2.700
C1 -0.939 2.682 -1.393  0.035
C2 0.389 3.101 -0.839  0.053
C3 0.720 4.456 -0.830  -0.003
C4 1.946 4.881 -0.381  0.039
C5 2.865 3.910 0.063  0.000
C6 4.171 4.252 0.461  0.008
C7 5.034 3.293 0.930  -0.005
C8 4.645 1.956 0.969  0.008
C9 3.392 1.587 0.512  0.011
S1 2.974 -0.100 0.367  0.020
C10 2.456 2.549 0.078  0.026
N1 1.209 2.139 -0.361  0.041
H1 -1.345 3.463 -2.030  0.002
H2 -1.646 2.488 -0.583  0.002
H3 -0.841 1.760 -1.987  0.022
H4 -0.010 5.169 -1.178  0.000
H5 2.220 5.925 -0.362  0.002
H6 4.476 5.284 0.382  0.000
H7 6.024 3.566 1.256  0.000
H8 5.323 1.191 1.320  0.000
C11 -3.534 0.267 3.224  0.003
Si1 -3.399 0.507 1.330  0.000
C12 -3.628 2.396 1.083  0.004
C13 -4.803 -0.386 0.376  -0.008
As1 -1.420 -0.409 0.208  -0.128
Si2 -1.106 -2.424 1.477  -0.006
C14 0.087 -1.827 2.851  -0.005
C15 -2.771 -3.157 2.067  0.002
C16 -0.299 -3.828 0.451  0.002
H9 -4.563 0.439 3.528  0.001
H10 -2.916 0.994 3.745  0.000
H11 -3.247 -0.719 3.570  0.000
H12 -4.478 2.716 1.678  0.001
H13 -3.836 2.663 0.051  0.000
H14 -2.764 2.958 1.429  0.000
H15 -5.779 -0.177 0.799  -0.001
H16 -4.659 -1.464 0.386  -0.001
H17 -4.817 -0.065 -0.664  0.000
H18 -0.415 -1.175 3.560  0.000
H19 0.900 -1.253 2.396  0.003
H20 0.532 -2.639 3.416  -0.001
H21 -3.440 -2.419 2.490  0.000
H22 -2.618 -3.929 2.816  0.000
H23 -3.288 -3.619 1.229  0.000
H24 0.783 -3.733 0.452  0.000
H25 -0.650 -3.803 -0.579  0.000
H26 -0.553 -4.805 0.851  0.000
O1 1.062 -1.802 -1.099  0.098
N2 1.487 -2.338 -2.204  0.004
C17 2.238 -3.472 -2.166  0.012
C18 2.687 -4.045 -3.326  -0.001
C19 2.352 -3.494 -4.562  0.014
C20 1.563 -2.346 -4.579  0.000
C21 1.159 -1.776 -3.400  0.031
H27 2.444 -3.875 -1.186  0.001
H28 3.308 -4.925 -3.274  0.000
H29 2.686 -3.952 -5.477  0.001
H30 1.267 -1.897 -5.514  0.000
H31 0.558 -0.869 -3.339  0.018

Summary:
total charge: +1
HOMO level (spin up / spin down): -9.81 / -10.54 eV
spin multiplicity: 4
relative energy (zero: lowest compared OMol25 entry of this formula, charge and spin): 95.48 kJ/mol
maximum force: 0.0512 Eh/bohr
energy: -116587.493 eV
expectation value of S²: 3.883

Q: Number 4 is which compound?
A: C21H31AsMoN2OSSi2